64
Properties=species:S:1:pos:R:3:forces:R:3:mulliken_charge:R:1 method="wB97M-V/def2-TZVPD" total_energy_ev=-63541.5813 largest_force_ha_per_bohr=0.08239 e_lumo_ev=2.290 spin_multiplicity=1 homo_lumo_gap_ev=9.656 charge=-1
O -0.82755 -4.70462 -0.03092 1.4 -0.2 0.1 -0.35
O -2.07629 -0.63660 3.92595 -1.1 1.2 -1.0 -0.39
O 2.39152 -1.75859 3.11282 -0.6 0.5 -0.6 -0.39
O 3.32671 3.00139 -1.81478 1.1 0.5 -0.6 -0.41
O -1.12111 0.99754 -1.14442 1.4 -2.2 1.8 -0.60
O 3.11003 -1.67870 -3.50977 0.8 -0.3 0.1 -0.35
O -3.22434 6.48590 0.28861 0.4 0.0 0.3 -0.60
O -0.86147 -0.87597 0.05618 0.9 1.9 -0.9 -0.68
O 3.81551 4.89493 -2.95202 0.4 -0.1 0.2 -0.59
O 1.87449 4.64920 -1.90642 -0.9 0.1 0.1 -0.39
O -3.15424 4.80962 -1.11604 0.3 -2.8 -2.0 -0.38
O -2.45677 4.48613 0.94768 0.5 -1.1 0.0 -0.39
O 0.54476 0.88833 0.37258 -3.1 -2.2 -1.9 -0.57
O 2.24613 0.34342 -3.35612 0.0 0.9 -0.4 -0.35
O -3.01362 -4.85704 0.04945 -0.3 -0.8 0.2 -0.37
O 3.16177 -2.42001 1.13923 -1.1 1.0 -2.2 -0.44
O -2.16906 -2.87376 3.99525 -0.1 0.4 -0.2 -0.58
O -1.91447 -4.85270 -1.93275 -0.5 0.0 -3.5 -0.50
O 3.90900 -3.32995 2.99280 1.2 -1.4 0.6 -0.60
O 0.87841 -1.37493 -3.54045 -3.1 -1.9 -0.1 -0.46
O -3.51074 -1.76459 2.63186 -0.2 1.8 -2.0 -0.35
N -0.48785 0.27796 -0.28266 0.6 2.4 1.0 0.78
C -2.56987 -5.22757 1.38054 0.9 0.2 0.0 -0.32
C 3.62031 0.58302 -3.73963 -0.6 -1.4 0.8 -0.19
C -2.82174 0.41074 3.15084 0.1 -1.6 0.0 -0.31
C 4.18528 -0.76651 -3.26679 0.6 1.1 -0.5 -0.39
C 2.10301 -1.41555 0.78970 1.1 -1.0 1.4 0.44
C -2.93859 5.34390 0.05455 -0.7 1.7 0.7 0.65
C 1.95696 -0.98624 -3.46817 2.8 2.3 0.0 0.69
C -3.28048 -0.44553 1.94409 -0.1 -0.1 1.6 0.39
C -2.59634 3.14361 0.40691 -0.7 0.1 0.3 0.46
C 2.25093 2.55509 -1.01977 -0.5 1.2 1.4 0.52
C -1.14257 -4.67451 1.33859 -0.8 1.6 1.4 0.32
C 3.07680 4.25599 -2.26615 0.8 -0.2 -0.8 0.59
C 1.76448 -0.86685 2.20091 0.3 1.3 -1.1 0.49
C -2.82019 3.33819 -1.09223 -0.3 1.2 1.0 -0.03
C 3.20627 -2.57194 2.41910 0.1 0.0 1.9 0.56
C 1.13749 3.48829 -1.49712 -1.1 -0.8 -0.2 0.25
C -1.92194 -4.80363 -0.78242 -0.4 0.0 3.7 0.68
C -2.55771 -1.83510 3.52248 1.2 -1.3 2.1 0.63
H 2.13164 1.49306 -1.11391 -0.3 -0.1 -0.2 -0.27
H -3.62030 2.74845 -1.53965 -0.2 0.4 0.3 0.32
H -3.20001 -4.75480 2.14718 0.2 -0.1 -0.5 0.26
H -4.23723 -0.13146 1.56850 -0.2 0.0 -0.4 0.40
H 1.26847 -1.95068 0.38270 -0.3 -0.2 -0.4 0.17
H 0.56851 3.05504 -2.36588 0.5 0.5 0.8 0.13
H 5.09100 -1.01154 -3.80577 -0.1 -0.6 -0.4 0.36
H 2.13755 0.17093 2.32660 -0.1 -0.7 0.1 0.15
H 4.46779 -0.71707 -2.22440 -0.3 -0.2 0.5 0.25
H -0.39215 -5.17199 1.96308 -0.2 -0.2 -0.5 0.35
H -3.51939 2.75907 0.84093 0.1 -0.3 0.3 0.21
H -3.70910 0.78395 3.70554 0.8 -0.2 0.0 0.32
H 0.69991 -0.84450 2.32826 -0.4 -0.1 0.3 -0.16
H 0.46878 3.83492 -0.70485 0.0 -0.4 -0.2 -0.10
H -1.93602 3.05890 -1.60958 0.9 0.6 -0.7 0.04
H -2.10469 1.18793 2.90516 -0.1 0.0 0.0 0.30
H -2.48625 -6.31177 1.55120 -0.7 0.1 -0.5 0.27
H 2.57682 -0.76407 0.07287 -0.2 0.4 0.1 -0.29
H -1.72671 2.53771 0.66374 -0.1 0.2 -0.1 -0.26
H -1.20885 -3.62312 1.69295 0.4 -0.4 -0.4 -0.33
H 3.97557 1.46302 -3.20969 0.1 -0.2 -0.2 0.22
H 2.45723 2.82542 0.03836 0.1 -0.4 -0.5 0.25
H -2.48273 -0.54272 1.20721 -0.3 -0.2 -0.1 -0.28
H 3.68726 0.67294 -4.82205 0.0 0.2 -0.1 0.27

=====

7
Properties=species:S:1:pos:R:3:forces:R:3:mulliken_spin:R:1 method="wB97M-V/def2-TZVPD" total_energy_ev=-7336.0923 largest_force_ha_per_bohr=0.11585 e_lumo_ev="4.774 / 4.295" spin_multiplicity=3 homo_lumo_gap_ev="5.923 / 8.116" charge=-1 s2=2.010
F -1.61731 1.29409 0.18732 -1.4 2.7 0.9 0.29
O -1.29614 -1.23794 0.14331 0.4 1.9 -2.0 0.63
N -0.84816 -0.17538 -0.53202 3.1 -4.5 2.4 0.99
C 0.58874 0.04929 -0.03971 0.1 -1.4 -1.9 0.12
H 0.68934 0.16315 1.01365 -0.7 1.0 0.9 -0.02
H 1.27351 -0.81467 -0.15082 -0.8 -0.8 -0.4 0.01
H 1.21001 0.72146 -0.62173 -0.8 1.1 0.0 -0.01

=====

59
Properties=species:S:1:pos:R:3:forces:R:3:mulliken_charge:R:1 method="wB97M-V/def2-TZVPD" total_energy_ev=-34834.3333 largest_force_ha_per_bohr=0.35506 e_lumo_ev=0.026 spin_multiplicity=1 homo_lumo_gap_ev=7.488
O 0.67569 -2.82377 -2.04479 -0.7 -3.8 -4.7 -0.61
N 2.61511 0.53509 -0.96722 6.9 -6.3 13.9 0.74
N 4.07262 -0.92529 0.22495 -12.1 -11.0 -4.0 0.82
N -0.07078 -1.22207 -0.72252 -3.6 -1.5 -4.2 0.31
N -2.54112 0.18477 0.40389 5.0 2.5 -8.0 0.16
N 4.02682 -2.40409 0.39554 5.0 1.5 4.9 -0.86
C 5.72032 0.48495 -0.34612 -5.5 4.6 -8.1 0.75
C 2.06586 -2.04873 -0.52732 9.1 4.8 5.7 0.31
C 0.92871 -2.08422 -1.18343 -7.7 2.8 1.3 0.16
C -2.21212 0.05105 -1.28903 -0.2 -0.8 4.4 -0.72
C 5.77368 -0.49985 1.54300 4.3 -5.3 11.0 0.06
C 6.64057 1.36929 0.00512 1.6 4.5 -9.9 -0.75
C -6.05118 1.46717 0.78669 0.9 3.1 -1.8 -0.79
C -6.73247 0.05917 0.49208 -5.0 8.0 -1.3 -0.04
C 2.45470 2.73841 -1.09770 -2.1 0.0 1.7 -0.73
C -0.10013 -0.50870 0.45620 -1.6 2.4 1.3 -0.52
C -1.59027 -0.46981 1.17459 3.7 3.9 -0.7 -1.27
C -1.56176 -1.29314 -1.47604 2.5 0.5 7.2 -0.99
C -4.60502 -1.04846 0.27098 0.1 6.1 17.2 -1.86
C 2.81557 1.70719 -0.30169 3.2 0.4 4.4 -0.26
C -4.50964 1.56544 0.03796 -5.5 -8.1 8.1 -1.87
C 2.84900 -0.85105 -0.45435 0.7 3.1 0.1 0.01
C 5.06465 -0.22826 0.52591 2.5 1.6 -1.7 -0.21
C -3.81504 0.36181 0.71971 -3.8 -1.9 -0.6 0.02
C -6.06585 -0.99956 1.12743 4.2 -1.4 -7.4 -1.38
C 2.04330 0.68476 -1.96976 -5.1 9.0 -7.7 -1.31
C 1.78812 2.01564 -2.06776 -2.9 4.0 -7.1 -0.19
C 6.97198 0.03231 1.89824 2.3 3.3 -0.7 -0.61
C 7.36995 1.06715 0.98337 8.3 -0.6 8.4 -0.07
C 2.85983 -2.88464 0.40636 -2.0 1.8 -5.5 -0.82
H 0.57845 -1.08754 1.04076 0.5 0.6 1.6 0.64
H -7.82354 0.31685 1.06694 2.3 -1.1 -2.1 0.23
H 5.67403 -1.36599 2.29891 -1.5 1.2 -1.5 0.24
H 7.16218 2.10466 -1.06312 -1.8 -2.0 3.8 0.17
H -2.09934 -2.17964 -1.01339 0.5 1.2 -0.9 0.23
H 4.99144 0.76061 -1.39387 2.7 -1.1 2.8 0.14
H -1.90544 -1.42591 1.25388 -0.4 -3.6 1.9 0.53
H 1.71484 0.05903 -2.55483 -3.0 -6.7 -5.8 1.05
H 0.21149 0.57525 0.24438 -0.2 -1.2 0.9 0.01
H -6.44832 -1.87209 0.77915 -1.7 -3.0 -0.4 0.41
H -1.64062 0.91483 -1.66334 -0.2 -0.5 0.4 0.37
H -1.45105 0.30043 2.00393 0.0 -2.1 0.2 0.45
H -4.01561 -1.71826 0.79242 1.2 -2.0 0.6 0.58
H 8.48864 1.54012 1.19668 -3.2 -0.8 -0.6 0.18
H -4.72581 1.40490 -0.86391 -1.2 -1.3 -7.5 0.52
H -3.09791 -0.12270 -1.84666 -1.4 0.7 -0.2 0.51
H 2.18787 3.72439 -0.68981 0.8 -0.4 -0.7 0.37
H 1.21460 2.55927 -3.03729 1.7 -1.8 2.8 0.17
H -6.90067 0.26264 -0.87929 0.4 -1.7 4.3 0.19
H -4.11224 2.37308 0.22044 4.1 8.4 1.8 0.94
H -5.94418 1.79594 1.83957 0.2 -1.1 -0.1 0.41
H 7.64510 -0.09324 2.83464 -1.7 -0.5 -1.8 0.30
H -1.37958 -1.30418 -2.42277 1.3 -1.3 -5.9 0.70
H 2.59043 -3.88645 0.33103 0.4 -2.0 0.9 0.48
H 3.30704 1.78013 0.72587 -0.8 -0.5 -1.7 0.29
H -6.68059 2.45883 0.43532 1.1 -2.8 0.2 0.29
H -4.75460 -1.22522 -0.56728 -2.3 -2.5 -13.9 1.14
H -3.76052 0.37046 1.84214 -1.1 0.4 -0.6 0.40
H -5.90719 -1.05275 2.08521 0.7 0.5 5.4 0.60